A structure of composition C28H36N3O5Se2Te2Y. Source: OMol25; level of theory: ωB97M-V/def2-TZVPD.

The calculation puts the energy above the lowest of the compared OMol25 structures with the same formula, charge and spin at 18.9 kJ/mol. Its multiplicity is 1. The HOMO-LUMO gap comes out at 6.27 eV. The lowest unoccupied orbital energy is -0.06 eV. The largest force on an atom is 0.711 eV/A. The value obtained for the HOMO energy is -6.34 eV.

Geometry (Å):
Te (-3.299, 2.493, -2.666)
Te (-4.144, 2.614, -0.118)
Y (-0.412, 0.583, -0.162)
Se (-1.930, 2.662, 1.067)
Se (-1.977, 0.360, -2.468)
O (3.536, -0.810, -1.729)
O (-0.512, 0.317, 2.633)
O (1.365, 1.788, 1.471)
O (-0.595, -1.957, -1.356)
O (-2.171, -0.920, 1.035)
N (1.611, 0.396, -1.294)
N (0.303, 2.678, -1.581)
N (1.184, -1.206, 0.817)
C (-3.231, -1.499, 0.259)
C (3.205, -2.780, 1.883)
C (2.712, -4.114, -2.458)
C (1.267, -5.636, -3.792)
C (1.351, -4.538, -2.945)
C (1.730, 1.007, -2.604)
C (-1.116, -5.429, -3.884)
C (0.102, 4.895, -2.480)
C (1.157, 2.390, -2.573)
C (2.410, -1.195, 0.292)
C (0.936, -2.060, 1.811)
C (2.046, 2.915, 0.915)
C (-0.029, -7.268, -5.195)
C (-0.215, 3.914, -1.557)
C (0.309, -2.691, -1.723)
C (-1.565, -0.347, 3.289)
C (1.507, 3.312, -3.550)
C (1.077, 2.026, 2.842)
C (1.911, -2.864, 2.376)
C (0.976, 4.587, -3.504)
C (-2.695, -0.492, 2.297)
C (0.046, -6.088, -4.269)
C (-2.398, -3.693, -2.674)
C (0.162, -3.878, -2.574)
C (0.563, 0.744, 3.442)
C (2.577, -0.464, -1.022)
C (3.456, -1.952, 0.806)
C (-1.092, -4.327, -3.046)
H (-3.210, 0.460, 2.153)
H (2.770, 1.026, -2.941)
H (2.958, -3.079, -2.698)
H (-1.919, 0.241, 4.145)
H (-0.091, -2.104, 2.143)
H (1.345, -0.023, 3.460)
H (-0.909, 4.107, -0.751)
H (4.418, -1.894, 0.318)
H (3.470, -4.755, -2.906)
H (-0.437, -6.974, -6.163)
H (2.383, 2.629, -0.076)
H (-2.070, -5.785, -4.254)
H (-2.551, -3.764, -1.597)
H (1.344, -2.448, -1.468)
H (-0.680, -8.045, -4.792)
H (1.243, 5.322, -4.251)
H (-0.353, 5.871, -2.388)
H (-1.231, -1.321, 3.672)
H (-4.075, -0.803, 0.219)
H (3.997, -3.380, 2.312)
H (2.199, 3.022, -4.328)
H (0.331, 2.826, 2.924)
H (0.229, 0.923, 4.470)
H (2.908, 3.160, 1.541)
H (-3.401, -1.241, 2.671)
H (0.956, -7.702, -5.361)
H (1.369, 3.772, 0.852)
H (-3.206, -4.223, -3.175)
H (2.800, -4.211, -1.374)
H (-2.855, -1.641, -0.745)
H (1.653, -3.540, 3.178)
H (2.172, -6.151, -4.087)
H (1.168, 0.428, -3.354)
H (-2.442, -2.633, -2.929)
H (-3.528, -2.446, 0.719)
H (1.991, 2.337, 3.363)